[1]
110
Properties=species:S:1:pos:R:3:forces:R:3 method="wB97M-V/def2-TZVPD" e_above_lowest_kcal_mol=286.78 multiplicity=1 smiles="NC(N)=O.NC(N)=O.NC(N)=O.NC(N)=O.NC(N)=O.NC(N)=O.NC(N)=O.CC(C)O.CC(C)O.CC(C)O.CC(C)O.CO" fmax_ev_per_a=11.53 molar_mass_g_mol=692.818
C -3.59985 -3.20946 0.05014 -0.874 -1.249 -1.012
O -4.27464 -2.28994 0.85725 -0.406 0.320 1.449
H -4.30493 -3.46734 -0.76108 0.807 -0.315 0.072
H -3.29037 -4.12759 0.58366 -0.490 0.447 0.106
H -2.71907 -2.77378 -0.34682 0.731 0.455 -0.705
H -5.00586 -1.91190 0.38113 -0.101 0.274 -0.305
C 1.93533 2.76963 1.81281 -2.901 2.984 3.846
O 1.43318 3.38230 2.91662 2.772 -3.047 -4.870
N 1.26934 1.90640 1.06939 -2.647 -1.761 0.126
N 3.13331 2.98170 1.31482 3.082 3.633 2.348
H 0.34172 1.70477 1.48298 0.439 0.150 -0.773
H 1.39394 1.69026 0.06163 0.080 0.485 1.633
H 3.70614 3.71471 1.75067 -0.707 -0.496 -0.063
H 3.62190 2.54946 0.60047 0.212 -1.372 -1.762
C -1.78672 1.75323 3.29423 -1.940 8.969 2.924
O -2.10782 3.02140 3.76497 1.818 -5.804 -2.225
N -2.70484 0.92184 3.01060 -2.267 -4.074 -0.821
N -0.59209 1.36549 2.99163 3.457 2.535 0.939
H -3.62865 1.15448 3.20771 -1.439 0.581 0.526
H -2.46867 -0.07927 3.04358 -0.277 1.121 -0.581
H 0.12399 2.05999 3.27336 -0.263 -0.497 -0.021
H -0.33350 0.45206 2.76205 0.044 -1.646 -0.175
C 0.50342 1.22363 -2.24277 -6.235 4.062 -1.149
O -0.75071 1.83917 -2.52262 6.532 -3.173 1.212
N 1.51124 1.83233 -1.64449 0.813 2.865 0.687
N 0.68702 -0.01013 -2.60900 -0.025 -2.949 -0.277
H 1.42294 2.83572 -1.39488 -0.341 -0.979 -0.660
H 2.46256 1.50598 -1.47761 -0.401 -0.334 -0.859
H -0.17502 -0.51705 -2.90447 0.833 0.401 0.559
H 1.42769 -0.64243 -2.27360 -0.494 0.845 0.290
C -1.27193 -2.50416 -3.68392 -3.858 -3.970 5.736
O -1.80802 -3.44741 -2.93002 2.284 3.577 -3.433
N -0.33446 -2.66345 -4.55309 3.231 -1.042 -5.311
N -1.47334 -1.22270 -3.46694 -1.145 4.891 -1.409
H -0.10934 -3.58401 -4.86405 -0.191 -0.765 0.006
H -0.04782 -1.97123 -5.30039 -0.757 -0.783 1.572
H -2.07352 -0.83135 -2.69484 -0.398 -0.570 -0.665
H -1.25249 -0.51809 -4.28961 -0.887 -1.842 2.363
C -4.54885 -0.62602 -2.94901 3.545 1.206 3.113
O -3.65000 -0.54665 -1.93936 -4.269 -0.386 -3.817
N -4.24930 -1.22068 -4.07867 2.785 -2.313 -1.106
N -5.71282 -0.01621 -3.05024 -1.652 1.919 3.203
H -3.31869 -1.62055 -4.02605 -0.673 -0.214 -0.488
H -4.72031 -1.28278 -4.96163 -0.470 0.332 0.304
H -6.03853 0.52143 -2.22376 0.207 -0.634 -1.203
H -6.33722 -0.23599 -3.79596 -0.277 0.059 -0.075
C -2.67043 -1.81094 4.05846 5.520 -1.150 4.445
O -1.74980 -1.84801 5.03548 -4.537 0.519 -3.887
N -3.96478 -1.64115 4.14172 -2.985 0.754 3.711
N -2.36229 -1.93416 2.79821 4.233 -0.933 -3.005
H -4.28481 -1.40474 5.08980 -0.155 -0.286 -0.969
H -4.60072 -1.60841 3.36124 0.263 -0.025 0.090
H -1.39641 -2.02602 2.41355 -1.137 0.041 1.396
H -3.07039 -2.08778 2.13640 -1.053 0.046 -0.850
C 2.85087 -1.75807 -4.39652 10.381 -3.129 -2.414
O 4.16099 -2.12022 -4.76856 -6.417 1.937 1.494
N 2.28512 -0.65985 -4.71530 0.520 5.530 -3.867
N 2.19041 -2.50054 -3.58636 -3.043 -3.108 2.757
H 2.90719 0.00710 -5.33752 -1.901 -1.881 1.917
H 1.64463 -0.27290 -4.02267 0.110 0.451 -0.707
H 2.63525 -3.36325 -3.29612 -0.052 0.229 -0.152
H 1.13841 -2.51278 -3.68873 1.820 -0.159 0.411
C 4.01409 -0.87509 -1.33081 1.185 -0.991 -0.791
C 4.15315 0.33017 -0.42916 -2.080 -8.073 4.915
C 5.19784 0.04125 0.64408 -0.442 0.886 0.461
O 4.23616 1.43046 -1.05141 3.240 6.584 -3.469
H 5.01441 -0.97683 -1.86791 -1.497 -0.268 0.046
H 3.16253 -0.69837 -2.00627 0.849 -0.116 -0.179
H 3.77914 -1.83497 -0.79401 0.388 1.006 -0.300
H 3.17629 0.23913 0.10082 0.260 0.827 0.192
H 4.89115 -0.85155 1.16982 -0.094 -0.146 0.251
H 5.20708 0.87842 1.38731 0.412 -0.679 -0.621
H 6.17207 -0.18692 0.22180 0.345 0.360 -0.144
H 5.21849 1.57135 -1.22623 -1.813 0.283 -0.220
C -3.15433 2.49695 -0.49414 0.932 0.607 2.647
C -2.52840 3.89685 -0.68293 -1.590 -2.754 10.982
C -1.21432 3.99077 0.10058 1.087 -0.429 1.476
O -2.29769 4.11692 -1.85682 1.475 2.382 -11.186
H -3.22976 2.35718 0.61129 0.368 -0.321 -0.562
H -2.44893 1.75133 -0.91483 -1.141 0.177 -0.062
H -4.19116 2.53966 -0.74117 -0.640 -0.542 -1.238
H -3.17818 4.62551 -0.16503 -0.227 0.062 -0.587
H -1.15511 3.48699 1.09107 -0.601 0.540 -0.329
H -1.00547 5.06436 0.27001 0.422 -0.582 -0.247
H -0.40557 3.45738 -0.45454 -0.478 0.761 -0.056
H -1.78640 3.34922 -2.16528 0.232 0.301 -0.687
C 0.11628 -2.72637 0.22142 -0.530 0.008 0.822
C 0.15200 -1.25307 0.62847 -2.657 -1.177 -6.770
C -1.11439 -0.47734 0.20069 0.222 -0.458 -1.945
O 0.34408 -1.02748 1.84852 2.223 1.248 8.275
H 0.79350 -3.33740 0.78751 1.143 0.061 0.159
H 0.38043 -2.71618 -0.82081 -0.376 -0.782 -0.628
H -0.81429 -3.24510 0.50568 -0.119 0.496 -0.828
H 0.92770 -0.79179 0.06202 1.128 0.314 -1.079
H -0.81206 0.55716 0.15160 -0.440 0.576 0.489
H -2.01246 -0.64365 0.78619 0.189 0.185 0.252
H -1.41354 -0.66829 -0.84905 0.190 -0.252 0.570
H 1.25973 -0.68589 2.03249 -0.559 -0.602 0.416
C 4.48894 0.66207 4.02497 -0.016 0.015 1.163
C 3.22721 -0.19091 3.81074 1.044 -2.550 5.988
C 2.08748 0.30033 4.73861 1.161 0.642 0.146
O 2.76387 -0.14526 2.59829 -1.179 1.249 -6.284
H 4.36396 1.59058 3.50147 -0.261 0.690 -0.457
H 5.47178 0.29153 3.73883 -0.227 -0.561 -0.175
H 4.56856 0.97479 5.08091 -0.060 -0.342 -0.325
H 3.39930 -1.31422 3.99410 0.203 1.510 0.140
H 1.99713 1.32584 4.43388 -0.055 1.062 0.260
H 2.30521 0.27682 5.80274 0.076 -0.119 0.044
H 1.09851 -0.06416 4.55293 -0.315 -1.072 -0.173
H 2.79644 0.78375 2.28366 -0.230 -0.745 0.030



[2]
96
Properties=species:S:1:pos:R:3:forces:R:3 method="wB97M-V/def2-TZVPD" e_above_lowest_kcal_mol=28.93 multiplicity=1 smiles=CCO.CCO.CCO.CCO.CCO.CCO.CCO.CCO.CO.CO.CO.CO fmax_ev_per_a=1.36 molar_mass_g_mol=496.720
C 2.29939 3.57856 1.77500 0.182 -0.302 0.247
O 2.04076 2.50090 2.66346 -0.375 0.094 -0.197
H 3.07188 4.19538 2.23699 -0.106 0.055 -0.044
H 2.69600 3.22080 0.81557 -0.106 0.054 -0.014
H 1.40634 4.18636 1.59714 0.055 0.037 -0.030
H 1.25842 2.03033 2.31281 0.454 0.054 -0.016
C -1.95383 3.92110 1.84495 0.184 -0.706 0.027
O -2.08384 4.98041 2.77291 -0.057 0.143 -0.180
H -0.94417 3.50307 1.82622 0.044 0.091 -0.004
H -2.62881 3.08735 2.07339 -0.074 0.062 0.036
H -2.18424 4.24939 0.83380 -0.113 0.362 0.132
H -1.71531 4.67966 3.60767 -0.005 0.042 0.010
C -3.02359 -0.38024 2.21211 -0.462 0.325 0.642
O -1.77380 -0.17503 2.88961 -0.508 -0.233 -0.273
H -3.00123 0.08599 1.23332 0.269 -0.112 -0.072
H -3.27249 -1.43837 2.12961 0.185 -0.017 -0.239
H -3.82300 0.10309 2.78553 -0.006 -0.003 -0.078
H -1.86073 -0.64575 3.72451 0.389 0.122 0.070
C -4.63127 1.54098 -2.89109 0.106 -0.482 -0.377
O -3.75222 0.90862 -1.97411 0.036 -0.220 0.247
H -4.84314 0.87987 -3.74035 0.101 0.109 -0.040
H -5.59201 1.72359 -2.41646 0.150 0.197 0.252
H -4.18948 2.46981 -3.26055 -0.194 0.102 0.019
H -2.98970 0.56315 -2.47004 0.018 0.364 -0.162
C 3.32933 2.10094 -2.09059 0.018 0.072 -0.451
C 3.82922 0.95531 -1.22093 -0.001 1.038 0.452
O 5.10891 0.49484 -1.64183 -0.532 -0.403 -0.202
H 2.57260 2.71746 -1.60072 -0.162 -0.247 0.051
H 2.92277 1.71960 -3.03372 -0.081 0.088 0.037
H 4.13719 2.78603 -2.35419 0.139 -0.127 0.133
H 3.05544 0.18286 -1.15340 0.257 -0.294 -0.106
H 3.97111 1.34091 -0.20909 0.092 -0.185 0.029
H 4.99273 0.14068 -2.53238 0.200 0.008 0.089
C 0.17626 -0.84574 0.01307 1.149 -0.541 -0.332
C -0.03112 0.65185 -0.08053 -0.517 -0.728 0.826
O 0.01190 1.20750 1.23718 -0.327 0.348 -0.204
H 0.44709 -1.25746 -0.96743 -0.615 -0.090 -0.005
H -0.67638 -1.34988 0.46031 -0.225 0.013 -0.348
H 1.03767 -1.14579 0.61926 0.037 0.569 0.184
H -1.02738 0.78659 -0.52337 0.117 0.362 -0.070
H 0.70228 1.16797 -0.69876 0.116 -0.003 0.154
H -0.66423 0.76802 1.79015 0.320 0.011 -0.096
C -1.24105 3.72176 -2.01769 -0.415 -0.063 1.296
C -0.45882 4.93528 -1.55484 0.288 -0.152 -1.112
O -0.32385 5.76692 -2.71897 -0.147 0.151 0.091
H -1.44103 3.05559 -1.17031 0.270 -0.008 0.003
H -0.70251 3.13499 -2.75697 -0.129 0.222 -0.294
H -2.24237 4.04521 -2.30503 0.146 -0.068 -0.614
H 0.55154 4.64297 -1.25393 -0.120 -0.010 0.455
H -0.98858 5.46552 -0.76344 0.113 -0.041 0.140
H 0.02391 6.62593 -2.46239 0.029 -0.044 0.045
C -4.20865 -2.61512 -2.51869 0.274 0.343 0.097
C -3.83190 -2.60145 -1.03513 -0.181 0.910 -0.438
O -2.89451 -1.55134 -0.76327 0.052 -0.125 -0.178
H -4.73346 -3.51401 -2.84051 0.053 -0.068 0.112
H -3.29801 -2.47583 -3.10679 -0.023 -0.249 -0.062
H -4.84318 -1.75467 -2.74195 -0.068 -0.029 0.023
H -3.35042 -3.52838 -0.73034 -0.124 -0.016 0.138
H -4.73514 -2.38358 -0.45204 0.057 -0.540 0.155
H -3.27605 -0.71152 -1.07521 -0.160 -0.334 0.148
C 1.06032 -1.56755 3.82132 0.804 -0.352 -0.760
C 1.07006 -0.74348 5.09505 0.284 -0.711 0.083
O 0.74157 -1.52801 6.24478 -0.378 0.237 -0.041
H 1.25077 -0.92318 2.95783 -0.154 0.058 0.047
H 0.20024 -2.19825 3.58871 -0.435 0.457 0.407
H 1.88712 -2.29193 3.80548 0.111 0.177 0.273
H 0.37746 0.09411 5.03406 -0.126 -0.080 0.184
H 2.07679 -0.34014 5.24466 -0.098 0.231 -0.221
H 1.38690 -2.23713 6.31299 0.026 0.002 -0.020
C 3.93904 -2.13914 0.98787 -0.523 -0.014 0.286
C 4.41650 -3.43083 1.65918 -0.159 0.799 -0.679
O 5.74254 -3.23576 2.13542 -0.206 -0.471 0.349
H 4.62430 -1.75276 0.23282 0.093 -0.154 -0.030
H 3.82745 -1.37956 1.76455 0.160 0.106 -0.068
H 2.94570 -2.23810 0.53533 0.140 -0.209 -0.056
H 4.33527 -4.29147 0.98534 0.176 0.021 -0.008
H 3.74901 -3.62820 2.49781 0.330 -0.111 0.240
H 6.32692 -3.16619 1.37612 -0.014 0.041 -0.045
C 0.12713 -1.00191 -3.93039 0.759 0.165 -0.060
C -0.15971 0.47824 -3.86979 -0.195 0.374 0.264
O -1.58197 0.66727 -3.79964 -0.072 -0.016 -0.149
H -0.24902 -1.46828 -4.83865 -0.195 0.063 0.020
H -0.24641 -1.52223 -3.05032 -0.197 0.032 -0.043
H 1.21763 -1.11927 -3.93913 -0.091 -0.111 0.029
H 0.25854 1.03502 -4.71520 -0.148 -0.293 -0.188
H 0.30827 0.94075 -2.98908 -0.098 -0.243 0.057
H -1.82249 1.51810 -4.18130 0.149 0.006 0.040
C 0.66824 -4.94651 1.43137 0.189 0.715 -0.398
C 0.08773 -4.79902 0.03621 -0.513 0.278 0.257
O -0.76398 -5.91036 -0.21386 0.082 -0.297 0.012
H -0.10327 -5.12790 2.17687 -0.048 -0.387 -0.113
H 1.10330 -3.98211 1.71492 0.214 -0.096 -0.055
H 1.45292 -5.69920 1.42473 -0.116 -0.165 0.323
H 0.87901 -4.71650 -0.71418 0.087 -0.112 0.014
H -0.50503 -3.87757 -0.01567 0.047 0.050 -0.021
H -1.04010 -5.91996 -1.13375 0.049 0.101 -0.029



| no. | LUMO (eV) |
| --- | --- |
| 1 | -0.361 |
| 2 | 0.355 |